(1)
{
  "formula": "C2H12O4",
  "method": "ωB97M-V with the def2-TZVPD basis set",
  "molar_mass_da": 100.11,
  "total_charge": 1,
  "spin_multiplicity": 2,
  "homo_ev": [-13.21, -13.21],
  "de_lowest_kj_mol": 124.8,
  "e_tot_ev": -10447.49945,
  "gap_ha": [0.3443, 0.1075],
  "elements": ["C", "O", "C", "H", "H", "H", "H", "H", "H", "H", "H", "O", "H", "H", "O", "H", "H", "O"],
  "coordinates": [[-1.094, 1.057, 3.120], [-1.555, 0.313, 4.140], [-1.031, 0.199, 1.802], [-1.708, 1.937, 2.993], [-0.048, 1.413, 3.338], [-0.963, -0.446, 4.348], [-2.109, 0.147, 1.607], [-0.575, 0.516, 0.871], [-0.637, -0.767, 2.095], [2.028, -3.686, -1.510], [2.423, -2.402, -0.856], [1.696, -3.045, -0.873], [-3.302, 4.537, -5.013], [-2.704, 3.553, -5.881], [-3.472, 3.626, -5.294], [4.941, -2.872, -1.580], [3.818, -1.851, -2.027], [4.293, -2.231, -1.281]]
}

(2)
{
  "formula": "C2H13BN3Sn",
  "method": "ωB97M-V with the def2-TZVPD basis set",
  "molar_mass_da": 208.67,
  "total_charge": 1,
  "spin_multiplicity": 1,
  "homo_ev": -12.83,
  "de_lowest_kj_mol": 467.9,
  "e_tot_ev": -13251.02838,
  "gap_ha": 0.2231,
  "elements": ["C", "Sn", "N", "N", "H", "H", "H", "H", "H", "H", "H", "H", "H", "H", "B", "C", "N", "H", "H", "H"],
  "coordinates": [[-1.958, 0.304, -1.584], [-0.103, 0.996, -0.930], [2.127, 0.235, 0.304], [0.555, -0.807, -2.157], [1.954, -0.718, 0.615], [-1.057, 2.349, -1.314], [-2.623, 1.161, -1.199], [-2.143, -0.695, -1.188], [-1.733, 0.431, -2.708], [0.525, -1.533, -1.427], [1.520, -0.538, -2.298], [0.076, -1.125, -3.019], [3.039, 0.232, -0.186], [2.218, 0.824, 1.137], [-0.255, -0.139, 3.147], [-0.622, -0.288, 1.680], [-0.960, -0.422, 0.570], [-1.183, 0.501, 3.632], [0.800, 0.482, 3.267], [-0.177, -1.250, 3.657]]
}

(3)
{
  "formula": "C2H13N2O2",
  "method": "ωB97M-V with the def2-TZVPD basis set",
  "molar_mass_da": 97.14,
  "total_charge": 1,
  "spin_multiplicity": 1,
  "homo_ev": -14.49,
  "de_lowest_kj_mol": 49.0,
  "e_tot_ev": -9354.12569,
  "gap_ha": 0.4270,
  "elements": ["C", "N", "C", "N", "H", "H", "H", "H", "H", "H", "H", "H", "H", "H", "H", "O", "H", "H", "O"],
  "coordinates": [[0.763, -1.473, -0.731], [1.254, -1.071, -2.056], [0.584, -0.184, 0.087], [0.040, 0.860, -0.827], [1.301, -2.287, -0.258], [-0.276, -1.799, -0.835], [2.267, -1.055, -2.078], [0.950, -1.675, -2.807], [1.498, 0.232, 0.505], [-0.146, -0.338, 0.874], [-0.983, 0.913, -0.858], [0.262, 1.812, -0.674], [0.456, 0.522, -1.739], [-3.008, -0.542, 1.078], [-3.504, 0.523, 0.150], [-2.688, 0.117, 0.450], [0.607, 1.470, 3.901], [0.351, 2.460, 2.819], [0.272, 1.517, 2.999]]
}

(4)
{
  "formula": "C2H13N2O2",
  "method": "ωB97M-V with the def2-TZVPD basis set",
  "molar_mass_da": 97.14,
  "total_charge": 1,
  "spin_multiplicity": 1,
  "homo_ev": -13.84,
  "de_lowest_kj_mol": 35.7,
  "e_tot_ev": -9354.26362,
  "gap_ha": 0.4027,
  "elements": ["C", "N", "C", "N", "H", "H", "H", "H", "H", "H", "H", "H", "H", "H", "H", "O", "H", "H", "O"],
  "coordinates": [[-0.603, 0.963, -0.822], [-1.505, 0.691, 0.287], [0.868, 0.784, -0.425], [0.910, -0.441, 0.451], [-0.777, 1.930, -1.290], [-0.795, 0.211, -1.568], [-1.523, 1.508, 0.902], [-2.469, 0.682, -0.024], [1.258, 1.641, 0.118], [1.442, 0.573, -1.318], [0.379, -1.107, -0.128], [1.792, -0.881, 0.575], [0.366, -0.427, 1.329], [0.293, -2.421, -2.919], [1.377, -1.395, -2.783], [0.688, -1.835, -2.268], [-1.203, -0.517, 3.009], [-0.057, -0.035, 3.877], [-0.441, 0.077, 2.998]]
}

(5)
{
  "formula": "C2H13N2O3",
  "method": "ωB97M-V with the def2-TZVPD basis set",
  "molar_mass_da": 113.14,
  "total_charge": 1,
  "spin_multiplicity": 1,
  "homo_ev": -12.25,
  "de_lowest_kj_mol": 205.0,
  "e_tot_ev": -11400.21988,
  "gap_ha": 0.3462,
  "elements": ["C", "C", "N", "N", "H", "H", "H", "H", "H", "H", "H", "H", "H", "O", "H", "H", "O", "H", "H", "O"],
  "coordinates": [[-0.258, 0.928, -1.635], [-0.233, 0.182, -0.498], [1.191, 0.093, 0.120], [-1.382, 1.487, -2.145], [0.651, 1.157, -2.053], [-0.900, -0.522, 0.061], [1.985, -0.206, -0.578], [1.415, 1.044, 0.364], [1.406, -0.550, 0.977], [-2.284, 1.188, -1.959], [-1.343, 1.782, -3.086], [0.989, -1.615, 3.495], [0.174, -2.416, 2.391], [0.755, -1.563, 2.519], [2.693, 2.529, 1.180], [1.398, 3.532, 1.391], [1.790, 2.765, 0.928], [-2.486, -3.400, 0.623], [-2.716, -3.812, -0.822], [-2.133, -3.256, -0.324]]
}

(6)
{
  "formula": "C2H13N2O3",
  "method": "ωB97M-V with the def2-TZVPD basis set",
  "molar_mass_da": 113.14,
  "total_charge": 1,
  "spin_multiplicity": 1,
  "homo_ev": -14.40,
  "de_lowest_kj_mol": 119.0,
  "e_tot_ev": -11401.11057,
  "gap_ha": 0.3945,
  "elements": ["C", "N", "C", "N", "H", "H", "H", "H", "H", "H", "H", "H", "H", "O", "H", "H", "O", "H", "H", "O"],
  "coordinates": [[0.723, -0.276, 2.421], [0.705, -2.016, -0.697], [0.894, -1.107, 0.227], [0.392, -1.285, 1.473], [1.116, 0.601, 1.934], [1.402, -0.503, 3.235], [-0.146, 0.022, 3.033], [0.644, -3.019, -0.510], [0.385, -1.789, -1.657], [1.221, -0.120, -0.147], [-0.054, -2.152, 1.743], [-1.380, 0.558, 0.471], [-1.272, 1.942, 0.999], [-0.878, 1.370, 0.327], [2.288, 1.472, -2.109], [0.756, 1.124, -2.406], [1.542, 0.907, -1.898], [-3.128, 1.033, -2.738], [-2.759, 2.011, -1.618], [-2.450, 1.228, -2.082]]
}

(7)
{
  "formula": "C2H13N2O3",
  "method": "ωB97M-V with the def2-TZVPD basis set",
  "molar_mass_da": 113.14,
  "total_charge": 1,
  "spin_multiplicity": 1,
  "homo_ev": -14.10,
  "de_lowest_kj_mol": 190.8,
  "e_tot_ev": -11400.36656,
  "gap_ha": 0.4068,
  "elements": ["C", "N", "C", "N", "H", "H", "H", "H", "H", "H", "H", "H", "H", "O", "H", "H", "O", "H", "H", "O"],
  "coordinates": [[-0.687, -1.559, 2.652], [1.716, -0.433, -0.224], [0.633, -0.739, 0.528], [0.604, -1.137, 1.819], [-1.532, -1.110, 2.167], [-0.482, -1.056, 3.569], [-0.785, -2.694, 2.686], [2.668, -0.373, 0.158], [1.750, -0.241, -1.218], [-0.345, -0.954, -0.084], [1.438, -1.466, 2.268], [-0.081, 1.964, -1.846], [0.400, 2.401, -0.391], [0.204, 1.574, -0.915], [1.708, 0.025, -3.711], [2.772, 1.092, -3.490], [1.847, 0.862, -3.098], [-3.866, 1.299, 0.462], [-4.296, 1.498, -0.958], [-3.665, 1.047, -0.373]]
}

(8)
{
  "formula": "C2H13N2O3",
  "method": "ωB97M-V with the def2-TZVPD basis set",
  "molar_mass_da": 113.14,
  "total_charge": 1,
  "spin_multiplicity": 1,
  "homo_ev": -12.20,
  "de_lowest_kj_mol": 125.4,
  "e_tot_ev": -11401.04463,
  "gap_ha": 0.3448,
  "elements": ["C", "C", "N", "N", "H", "H", "H", "H", "H", "H", "H", "H", "H", "O", "H", "H", "O", "H", "H", "O"],
  "coordinates": [[0.479, -1.270, -0.135], [-0.696, -1.919, -0.167], [-0.829, -3.258, -0.301], [0.518, 0.187, -0.362], [1.410, -1.812, -0.171], [-1.572, -1.348, -0.472], [-1.688, -3.776, -0.291], [-0.038, -3.837, -0.057], [0.341, 0.357, -1.348], [1.446, 0.482, -0.056], [-0.110, 0.709, 0.233], [2.244, 1.149, 2.711], [3.459, 0.998, 1.723], [2.506, 0.895, 1.823], [0.806, 3.515, -1.165], [-0.307, 3.144, -0.271], [0.470, 2.742, -0.691], [-2.676, 1.132, 0.518], [-3.035, 1.714, -0.980], [-2.506, 1.139, -0.424]]
}

(9)
{
  "formula": "C2H13NO3",
  "method": "ωB97M-V with the def2-TZVPD basis set",
  "molar_mass_da": 99.13,
  "spin_multiplicity": 1,
  "homo_ev": -10.21,
  "de_lowest_kj_mol": 115.1,
  "e_tot_ev": -9917.01851,
  "gap_ha": 0.3977,
  "elements": ["H", "O", "N", "H", "H", "C", "H", "H", "H", "C", "H", "H", "H", "O", "H", "H", "O", "H", "H"],
  "coordinates": [[0.550, -0.310, 0.429], [1.429, 0.489, 0.240], [-0.598, -0.912, 0.191], [2.077, 0.144, 0.865], [-0.655, -1.014, -0.814], [-1.686, 0.006, 0.581], [-1.663, 0.850, -0.101], [-2.651, -0.441, 0.385], [-1.584, 0.413, 1.586], [-0.772, -2.257, 0.806], [-1.813, -2.456, 1.053], [-0.463, -3.007, 0.095], [-0.167, -2.286, 1.701], [-0.002, 2.816, 0.474], [0.509, 1.987, 0.374], [0.576, 3.567, 0.331], [1.183, -0.377, -2.210], [1.991, -0.885, -2.082], [1.272, 0.127, -1.350]]
}

(10)
{
  "formula": "C2H13NO3",
  "method": "ωB97M-V with the def2-TZVPD basis set",
  "molar_mass_da": 99.13,
  "total_charge": 1,
  "spin_multiplicity": 2,
  "homo_ev": [-14.89, -14.78],
  "de_lowest_kj_mol": 673.8,
  "e_tot_ev": -9901.87406,
  "gap_ha": [0.2656, 0.2291],
  "elements": ["C", "C", "N", "H", "H", "H", "H", "H", "H", "H", "H", "H", "O", "H", "H", "O", "H", "H", "O"],
  "coordinates": [[-1.034, -1.021, -1.439], [-1.721, -0.971, -0.030], [-0.881, -1.264, 1.093], [-1.864, -0.984, -2.240], [-0.621, -2.061, -1.513], [-0.221, -0.380, -1.559], [-2.615, -1.591, -0.086], [-2.081, 0.026, 0.093], [-0.431, -2.199, 0.987], [-0.020, -0.663, 1.238], [-0.441, 0.980, -0.065], [-0.376, 2.768, 1.325], [0.329, 2.107, 1.496], [1.625, 0.307, -0.356], [2.522, -0.903, 0.236], [1.660, -0.706, 0.046], [0.348, 1.751, 0.383], [1.649, 2.167, -1.201], [1.164, 1.298, -1.051]]
}

(11)
{
  "formula": "C2H13NO3S",
  "method": "ωB97M-V with the def2-TZVPD basis set",
  "molar_mass_da": 131.20,
  "smiles": "NCCS.O.O.O",
  "spin_multiplicity": 1,
  "homo_ev": -9.05,
  "de_lowest_kj_mol": 49.1,
  "e_tot_ev": -20752.33750,
  "gap_ha": 0.3544,
  "elements": ["C", "C", "S", "N", "H", "H", "H", "H", "H", "H", "H", "H", "H", "O", "H", "H", "O", "H", "H", "O"],
  "coordinates": [[-0.283, 1.365, -1.444], [-0.188, 1.227, -2.948], [-1.839, 1.092, -3.730], [1.006, 1.278, -0.810], [-0.689, 2.352, -1.239], [-1.036, 0.690, -1.005], [0.278, 2.111, -3.357], [0.392, 0.361, -3.249], [-2.015, 2.397, -3.966], [0.989, 1.721, 0.092], [1.446, 0.366, -0.746], [-3.091, -4.356, 2.934], [-3.612, -4.914, 4.272], [-3.107, -4.195, 3.883], [3.761, 2.786, -0.120], [5.273, 2.683, -0.274], [4.500, 2.181, 0.019], [-1.263, -2.831, 3.556], [-0.154, -3.591, 4.243], [-0.365, -2.721, 3.887]]
}

(12)
{
  "formula": "C2H13NO4",
  "method": "ωB97M-V with the def2-TZVPD basis set",
  "molar_mass_da": 115.13,
  "total_charge": -1,
  "spin_multiplicity": 2,
  "homo_ev": [0.75, -6.19],
  "de_lowest_kj_mol": 20.3,
  "e_tot_ev": -11963.64193,
  "gap_ha": [0.0880, 0.3389],
  "elements": ["C", "O", "C", "N", "H", "H", "H", "H", "H", "H", "H", "H", "H", "O", "H", "H", "O", "H", "H", "O"],
  "coordinates": [[-1.161, -0.510, -1.097], [-1.982, -0.420, 0.078], [-0.113, 0.574, -1.114], [-0.400, 1.813, -1.883], [-1.829, -0.321, -1.937], [-0.795, -1.539, -1.139], [-1.442, -0.705, 0.834], [0.867, 0.134, -1.378], [-0.029, 0.926, -0.098], [-1.020, 2.401, -1.326], [0.485, 2.280, -2.027], [1.272, -1.198, 1.256], [0.963, -1.511, 2.762], [0.658, -1.640, 1.860], [-1.291, 2.107, 2.369], [-2.070, 0.910, 1.780], [-1.245, 1.163, 2.212], [2.568, -2.113, -0.541], [3.707, -1.060, -0.518], [2.857, -1.288, -0.092]]
}